1.
ORCA calculation (the ωB97M-V functional and the def2-TZVPD basis) on 4 unconnected molecules or ions with the total composition CH9O3S.

Output
* strongest force on any atom: 0.9 eV/A
* E_HOMO: -3.3 eV
* charge: -1
* total energy: -18162.399 eV
* orbital gap: 7.323 eV
* energy relative to the best compared isomer or geometry (same formula, charge and spin): 0.3756 eV

The geometry in XYZ format:
```
14
Properties=species:S:1:pos:R:3:forces:R:3:nbo_charge:R:1
C 0.20552 1.85038 1.35756 -0.24 -0.71 0.55 -0.732
S -1.13723 0.70506 0.84482 0.02 0.01 0.13 -0.731
H 0.49669 1.61378 2.39637 -0.04 0.21 -0.29 0.175
H 1.08090 1.66230 0.73507 0.02 0.49 -0.06 0.187
H -0.15255 2.88216 1.34205 0.33 0.00 -0.21 0.183
H -1.46833 0.96414 -2.18018 0.02 0.00 -0.03 0.479
H -0.71528 0.06533 -1.25689 -0.24 0.24 0.16 0.499
O -0.91981 0.17528 -2.21768 0.16 -0.24 -0.10 -1.030
H 0.15386 -1.10700 2.20006 -0.46 -0.05 -0.36 0.496
H -0.78915 -2.28323 1.95715 0.29 0.41 0.00 0.471
O 0.08377 -2.06832 2.31335 0.13 -0.42 0.29 -0.983
H 1.45479 -1.82475 -1.91304 -0.02 0.02 0.02 0.463
H 0.45777 -1.03212 -2.75273 0.27 -0.04 -0.10 0.504
O 1.24904 -1.60300 -2.82590 -0.24 0.07 0.01 -0.980
```
Positions in Å, forces in eV/Å.

2.
ORCA calculation (the ωB97M-V functional and the def2-TZVPD basis) on 4 unconnected molecules or ions with the total composition CH9O3S in a non-equilibrium geometry.

Output
* strongest force on any atom: 1.8 eV/A
* E_HOMO: -3.1 eV
* charge: -1
* total energy: -18162.021 eV
* orbital gap: 6.709 eV
* energy relative to the best compared isomer or geometry (same formula, charge and spin): 0.7536 eV

The geometry in XYZ format:
```
14
Properties=species:S:1:pos:R:3:forces:R:3:nbo_charge:R:1
C 0.27070 1.43087 -0.65880 -1.77 0.16 0.25 -0.738
S -1.48128 0.80586 -0.94568 0.66 -0.28 0.43 -0.721
H 0.17367 2.48352 -0.89376 0.68 0.20 -0.34 0.194
H 0.46931 1.37552 0.40787 0.42 -0.20 -0.04 0.200
H 0.97816 0.88207 -1.26800 0.26 0.15 -0.08 0.177
H 1.65616 -2.43818 -0.81093 0.02 0.28 0.08 0.489
H 2.31555 -1.09895 -0.73390 -0.07 -0.02 0.04 0.477
O 2.49101 -1.99897 -1.02795 0.08 -0.18 -0.09 -0.969
H -0.38794 -2.16561 1.05192 -0.70 0.56 -0.37 0.466
H -0.50968 -0.80785 0.03319 -0.84 -0.59 0.30 0.503
O 0.03748 -1.53207 0.46904 1.29 -0.13 0.04 -1.070
H -1.03375 0.71691 2.06906 -0.03 0.85 -0.01 0.486
H -0.00862 -0.04832 2.70084 0.50 0.31 0.32 0.465
O -0.36740 0.85126 2.77314 -0.50 -1.11 -0.53 -0.959
```
Positions in Å, forces in eV/Å.